Record 1
{
  "formula": "C40H82GeKN2O12S4Si4",
  "method": "ωB97M-V/def2-TZVPD",
  "elements": ["Ge", "K", "S", "S", "S", "S", "Si", "Si", "Si", "Si", "O", "O", "O", "O", "O", "O", "O", "O", "O", "O", "O", "O", "N", "N", "C", "C", "C", "C", "C", "C", "C", "C", "C", "C", "C", "C", "C", "C", "C", "C", "C", "C", "C", "C", "C", "C", "C", "C", "C", "C", "C", "C", "C", "C", "C", "C", "C", "C", "C", "C", "C", "C", "C", "C", "H", "H", "H", "H", "H", "H", "H", "H", "H", "H", "H", "H", "H", "H", "H", "H", "H", "H", "H", "H", "H", "H", "H", "H", "H", "H", "H", "H", "H", "H", "H", "H", "H", "H", "H", "H", "H", "H", "H", "H", "H", "H", "H", "H", "H", "H", "H", "H", "H", "H", "H", "H", "H", "H", "H", "H", "H", "H", "H", "H", "H", "H", "H", "H", "H", "H", "H", "H", "H", "H", "H", "H", "H", "H", "H", "H", "H", "H", "H", "H", "H", "H"],
  "coordinates": [[-0.23, -3.75, -3.92], [0.75, 0.56, 0.05], [2.54, 3.31, -0.04], [2.78, -1.03, 7.45], [4.77, 1.59, -0.40], [1.05, -0.87, 3.74], [0.95, -3.76, -6.00], [-2.35, -3.06, -4.78], [2.88, 4.46, 1.70], [-0.71, -6.09, -3.83], [4.83, 2.09, -1.82], [-0.70, -1.57, 0.89], [3.41, 0.17, 7.94], [4.44, 4.85, 1.96], [2.29, -1.96, 8.43], [-0.33, 2.47, -1.54], [-2.85, 0.40, 1.88], [1.27, 0.35, -2.35], [1.95, 5.78, 1.34], [-0.83, 2.15, 1.25], [1.49, -1.82, -0.88], [2.33, 3.87, 3.12], [1.64, -0.67, 6.34], [3.36, 1.83, 0.33], [5.54, 5.37, 1.21], [1.50, -2.42, 0.40], [1.79, 2.65, 5.07], [3.92, -2.37, 3.99], [1.33, 6.76, 2.17], [-2.66, 1.54, 2.69], [5.16, -2.98, 4.18], [3.81, 4.11, 5.03], [5.74, -3.02, 5.45], [0.08, 6.17, 2.81], [-2.01, -1.80, 1.38], [0.86, -2.05, -6.82], [2.42, -0.44, -2.58], [-1.23, 2.06, 2.60], [1.96, -1.10, 5.14], [2.30, 7.25, 3.25], [-2.43, -1.16, -4.79], [0.88, -7.13, -3.91], [2.94, 3.15, 4.22], [3.88, -1.86, 6.33], [-2.94, -3.55, -6.52], [3.29, -1.82, 5.08], [0.50, -4.99, -7.39], [5.85, 6.74, 1.79], [-3.76, -3.60, -3.63], [0.07, -2.76, 0.75], [3.77, 1.99, 3.70], [-0.45, 1.87, -2.82], [2.79, -4.08, -5.68], [-1.49, -6.52, -2.15], [-1.26, 3.27, 0.50], [6.71, 4.42, 1.44], [5.24, 5.49, -0.28], [-1.88, -6.92, -5.09], [0.96, 7.91, 1.24], [-1.54, 2.84, -0.93], [2.71, -1.24, -1.31], [0.90, 1.35, -3.26], [5.10, -2.46, 6.55], [-2.38, -0.81, 2.46], [1.85, 8.32, 0.78], [0.69, -8.18, -3.67], [1.59, -1.96, -7.63], [-2.01, 3.68, -1.46], [0.80, 0.94, -4.28], [2.24, -1.12, -3.41], [7.61, 4.77, 0.92], [1.33, -7.09, -4.91], [1.82, 8.03, 3.85], [1.63, -6.75, -3.21], [2.17, 2.15, 5.97], [3.46, -2.32, 3.01], [6.78, 7.14, 1.36], [-1.69, -0.74, -5.48], [-3.18, -1.25, 3.08], [1.07, -1.26, -6.09], [1.16, 3.48, 5.37], [5.97, 6.68, 2.87], [-0.55, -4.90, -7.67], [1.20, 1.92, 4.52], [-3.91, -4.68, -3.66], [-2.89, -6.51, -5.01], [1.12, -4.80, -8.27], [1.65, 2.15, -3.27], [-0.62, 5.85, 2.04], [-2.25, -3.18, -7.29], [-1.53, -6.75, -6.12], [-1.72, -7.59, -2.07], [0.44, 8.70, 1.79], [3.20, 7.67, 2.79], [5.09, 4.51, -0.74], [-2.19, -0.78, -3.79], [-0.81, 2.61, -3.56], [6.71, -3.50, 5.58], [-3.93, -3.14, -6.73], [-1.12, 3.02, 3.12], [-0.54, 1.35, 3.07], [-0.47, 4.03, 0.50], [3.45, -2.01, -1.55], [-3.42, -0.79, -5.08], [-4.71, -3.12, -3.90], [3.17, 1.34, 3.07], [3.37, -4.09, -6.61], [-2.98, -4.64, -6.63], [-2.72, -1.73, 0.55], [3.29, 0.20, -2.79], [5.68, -3.42, 3.34], [3.21, -3.30, -5.03], [-3.53, -3.33, -2.59], [5.55, -2.48, 7.53], [3.20, 4.91, 5.45], [0.30, 7.54, 0.45], [-0.36, -3.39, -0.04], [4.59, 4.55, 4.41], [-1.51, -0.65, 3.11], [-2.07, -2.81, 1.80], [0.35, 5.30, 3.42], [4.27, 3.57, 5.86], [6.07, 5.99, -0.78], [2.94, -5.04, -5.17], [0.66, -6.02, -7.07], [3.13, -0.60, -0.52], [4.62, 2.35, 3.11], [-1.16, 1.04, -2.78], [-3.36, 2.29, 2.32], [1.92, -1.77, 1.18], [-0.41, 6.91, 3.45], [2.59, 6.43, 3.90], [2.08, -3.36, 0.37], [-0.13, -1.86, -7.23], [-1.94, -8.00, -4.92], [4.33, 6.08, -0.43], [-2.17, 3.70, 0.93], [-2.41, -5.95, -1.99], [-0.80, -6.25, -1.34], [-2.25, 1.99, -0.92], [5.04, 7.44, 1.57], [0.06, -3.31, 1.70], [-2.91, 1.34, 3.74], [4.15, 1.40, 4.54], [6.46, 3.43, 1.06], [6.93, 4.34, 2.51]],
  "lowdin_charge": [0.523, 0.776, 0.666, 0.603, 0.637, 0.717, 0.205, 0.212, 0.016, 0.206, -0.661, -0.220, -0.329, -0.139, -0.326, -0.212, -0.133, -0.254, -0.159, -0.242, -0.225, -0.131, -0.109, -0.836, -0.637, -0.216, -0.026, -0.025, -0.644, -0.184, -0.074, -0.029, -0.090, -0.024, -0.170, -0.246, -0.156, -0.167, -0.829, -0.018, -0.248, -0.254, -0.606, -0.229, -0.238, -0.231, -0.240, -0.036, -0.249, -0.191, -0.025, -0.173, -0.250, -0.255, -0.185, -0.029, -0.043, -0.240, -0.035, -0.179, -0.203, -0.169, -0.048, -0.187, 0.083, 0.013, 0.016, 0.132, 0.130, 0.115, 0.084, 0.001, 0.087, 0.016, 0.079, 0.089, 0.081, 0.007, 0.128, 0.002, 0.084, 0.085, 0.000, 0.042, 0.001, 0.003, 0.014, 0.138, 0.075, 0.002, 0.001, 0.013, 0.081, 0.072, 0.044, 0.000, 0.133, 0.095, 0.014, 0.131, 0.072, 0.112, 0.137, 0.017, 0.014, 0.062, 0.015, 0.001, 0.135, 0.117, 0.100, 0.008, 0.013, 0.114, 0.076, 0.085, 0.129, 0.072, 0.056, 0.125, 0.073, 0.090, 0.088, 0.004, 0.004, 0.067, 0.077, 0.119, 0.117, 0.075, 0.085, 0.067, 0.138, 0.003, 0.014, 0.083, 0.128, 0.003, 0.010, 0.140, 0.071, 0.124, 0.131, 0.093, 0.052, 0.085],
  "gap_ev": [5.32, 5.34],
  "spin_multiplicity": 2,
  "e_above_lowest_kj_mol": 130.2,
  "charge": -2
}

***

Record 2
{
  "formula": "C40H82N11O8",
  "method": "ωB97M-V/def2-TZVPD",
  "elements": ["O", "O", "O", "O", "O", "O", "O", "O", "N", "N", "N", "N", "N", "N", "N", "N", "N", "N", "N", "C", "C", "C", "C", "C", "C", "C", "C", "C", "C", "C", "C", "C", "C", "C", "C", "C", "C", "C", "C", "C", "C", "C", "C", "C", "C", "C", "C", "C", "C", "C", "C", "C", "C", "C", "C", "C", "C", "C", "C", "H", "H", "H", "H", "H", "H", "H", "H", "H", "H", "H", "H", "H", "H", "H", "H", "H", "H", "H", "H", "H", "H", "H", "H", "H", "H", "H", "H", "H", "H", "H", "H", "H", "H", "H", "H", "H", "H", "H", "H", "H", "H", "H", "H", "H", "H", "H", "H", "H", "H", "H", "H", "H", "H", "H", "H", "H", "H", "H", "H", "H", "H", "H", "H", "H", "H", "H", "H", "H", "H", "H", "H", "H", "H", "H", "H", "H", "H", "H", "H", "H", "H"],
  "coordinates": [[0.40, 8.06, 2.14], [-3.46, -7.95, -3.50], [8.31, -6.42, 0.24], [4.46, -3.15, -0.06], [0.29, -2.84, -0.04], [-6.80, -4.86, -2.05], [-1.96, -2.06, -3.08], [2.79, 13.93, 1.21], [-2.06, -3.96, -1.90], [2.29, 11.98, 2.19], [-1.04, 3.41, 0.13], [0.42, 0.59, -1.94], [6.06, -1.65, 0.38], [-0.59, 2.54, 1.13], [-8.33, -6.42, -2.54], [-1.49, -8.08, -4.55], [0.45, 4.01, 6.47], [-1.21, 6.35, 1.81], [6.81, -8.01, -0.25], [-2.59, -5.25, -1.50], [0.16, 2.76, 5.69], [-7.13, -6.05, -2.04], [0.42, 4.49, 2.50], [-3.06, 4.54, -0.94], [0.08, 2.98, 2.27], [1.78, -1.10, 0.72], [2.26, 10.54, 2.34], [-2.82, -7.79, -4.52], [-0.86, 1.20, 0.90], [-3.74, -3.57, -3.64], [-0.69, -1.34, 1.69], [6.62, -4.03, 0.47], [-6.22, -7.12, -1.50], [-0.45, 0.19, 1.86], [-0.75, 1.04, -1.71], [-3.45, -7.27, -5.79], [-2.46, 7.07, 2.12], [-2.53, -3.13, -2.86], [0.51, 2.03, 3.29], [1.26, 2.42, 4.60], [-1.46, 1.96, -2.77], [-2.42, 8.01, 3.39], [-2.46, 3.77, 0.31], [0.60, -2.05, 1.13], [3.53, 11.97, 0.06], [-0.83, 5.39, 2.85], [-0.13, 7.25, 1.43], [8.00, -7.61, 0.26], [6.27, -9.35, -0.32], [-4.22, 5.54, -0.53], [8.91, -8.66, 0.85], [0.41, 7.08, -0.05], [7.40, -1.19, 0.72], [5.63, -2.93, 0.24], [-8.89, -7.76, -2.61], [-1.56, 0.71, -0.40], [0.22, 0.62, 3.08], [2.85, 12.71, 1.18], [-0.57, -7.96, -5.66], [-3.52, 3.82, -1.66], [0.52, -0.15, 3.82], [5.32, -9.38, 0.23], [-4.39, 5.49, 0.58], [-1.62, -1.58, 1.11], [-8.21, -8.51, -2.21], [-5.98, -7.84, -2.28], [-0.81, 2.92, 5.15], [-4.59, -3.70, -2.97], [-0.34, 6.52, -0.66], [-3.53, -4.50, -4.17], [7.00, -3.99, 1.49], [9.18, -9.39, 0.08], [7.44, -3.96, -0.25], [-0.43, 4.23, 0.05], [-3.10, 2.86, 0.46], [-2.87, -5.20, -0.44], [-2.58, 1.15, -0.53], [7.77, -0.56, -0.09], [2.00, 3.25, 4.44], [1.30, 6.39, 0.06], [8.08, -2.01, 0.88], [6.08, -9.60, -1.36], [-0.02, 1.87, 6.35], [-0.36, 4.62, 6.32], [-0.87, -1.73, 2.73], [-2.75, 7.70, 1.24], [0.97, 4.81, 1.57], [1.16, -3.01, -0.43], [-0.14, -8.95, -5.87], [-0.99, 1.84, -3.78], [-1.72, -0.40, -0.41], [0.73, 0.94, -2.85], [6.13, -4.99, 0.32], [-3.35, -8.01, -6.59], [5.35, -0.96, 0.21], [1.20, 4.49, 5.97], [8.41, -9.16, 1.68], [1.15, 4.61, 3.34], [1.44, -0.34, -0.04], [6.95, -10.09, 0.11], [0.24, -7.28, -5.38], [-2.97, -6.33, -6.09], [-3.33, 6.37, 2.27], [-2.34, 9.07, 3.01], [-3.93, 6.60, -0.77], [-1.05, -7.59, -6.56], [-8.88, -5.65, -2.89], [2.81, 11.32, -0.45], [-3.36, 8.00, 4.00], [1.87, 1.53, 4.91], [-5.30, -6.67, -1.14], [2.64, -1.65, 0.25], [1.22, 10.22, 2.38], [1.86, 12.55, 2.90], [-9.83, -7.78, -2.05], [2.75, 10.03, 1.51], [0.74, 8.04, -0.49], [-1.81, -6.00, -1.63], [9.81, -8.19, 1.21], [-1.68, 4.69, 3.07], [3.92, 12.68, -0.66], [-1.50, 7.86, 4.01], [-1.14, -8.42, -3.67], [-2.22, 5.06, -1.48], [-1.25, -3.60, -1.41], [-2.51, 1.58, -2.87], [-5.20, 5.27, -1.00], [2.75, 10.28, 3.27], [-9.10, -7.99, -3.66], [-6.70, -7.63, -0.66], [1.01, -2.72, 1.94], [-4.50, -7.08, -5.61], [2.21, -0.52, 1.58], [-3.99, -2.80, -4.38], [-3.46, -5.53, -2.08], [-2.66, 4.42, 1.20], [6.25, -7.25, -0.62], [-0.61, 5.91, 3.82], [7.33, -0.59, 1.64], [-1.48, 3.02, -2.44], [4.36, 11.37, 0.45]],
  "lowdin_charge": [0.114, 0.016, 0.020, 0.006, -0.064, 0.012, 0.000, 0.034, 0.018, 0.004, 0.043, 0.150, 0.004, 0.014, 0.004, 0.008, -0.006, -0.126, 0.006, -0.069, -0.248, -0.545, -0.055, -0.210, -0.057, -0.052, -0.085, -0.552, -0.052, 0.005, -0.071, -0.020, -0.005, -0.107, -0.367, -0.011, -0.219, -0.545, -0.114, -0.129, -0.034, -0.076, -0.177, -0.365, -0.014, -0.164, -0.426, -0.540, -0.075, -0.094, -0.009, 0.018, -0.073, -0.538, -0.075, -0.038, 0.076, -0.557, -0.073, 0.099, 0.142, 0.084, 0.056, 0.121, 0.075, 0.079, 0.107, 0.074, 0.066, 0.073, 0.094, 0.087, 0.088, 0.120, 0.125, 0.085, 0.114, 0.084, 0.107, 0.087, 0.078, 0.084, 0.117, 0.062, 0.125, 0.124, 0.113, 0.102, 0.084, 0.084, 0.118, 0.066, 0.063, 0.087, 0.133, 0.055, 0.086, 0.107, 0.056, 0.074, 0.084, 0.082, 0.105, 0.081, 0.076, 0.075, 0.139, 0.078, 0.081, 0.121, 0.066, 0.065, 0.057, 0.140, 0.083, 0.071, 0.091, 0.082, 0.084, 0.131, 0.084, 0.067, 0.139, 0.098, 0.099, 0.091, 0.082, 0.086, 0.083, 0.088, 0.144, 0.084, 0.083, 0.084, 0.054, 0.078, 0.133, 0.115, 0.082, 0.046, 0.083],
  "gap_ev": 7.05,
  "spin_multiplicity": 1,
  "charge": 1
}

***

Computed values of calculated total energy (unit: eV) for the preceding records, in sequence: -218061.734, -75574.417.